{
  "formula": "C6H10O",
  "method": "ωB97M-V with the def2-TZVPD basis set",
  "symbols": ["H", "C", "H", "C", "O", "H", "H", "H", "H", "C", "C", "H", "C", "H", "C", "H", "H"],
  "coordinates": [[-1.67251, 0.13290, 1.63721], [0.63908, 0.20549, -0.67395], [-2.41427, -0.84522, -0.99154], [1.65223, 1.07924, 0.71488], [2.13473, 0.45144, -0.57592], [-1.42513, 1.46262, 0.27230], [2.56652, 0.79499, 1.31935], [0.60187, -0.61096, 1.32065], [-0.24655, -1.04836, -2.19100], [-0.09008, -0.99807, -1.05372], [-1.22302, 0.36189, 0.61046], [0.19327, -1.98666, -0.81259], [0.37654, 0.29101, 0.89271], [-1.56425, -1.74444, 0.31964], [-1.36396, -0.80961, -0.33159], [1.54343, 2.18681, 0.69639], [0.29212, 1.07693, -1.15328]],
  "forces_ev_per_angstrom": [[-0.13, 0.71, -1.66], [3.02, -1.55, 1.89], [2.87, 0.61, 1.46], [3.38, 0.89, 1.06], [-3.35, 0.26, 0.91], [-0.19, -2.27, 0.42], [-1.52, 0.66, 0.40], [0.47, -2.41, 1.02], [0.09, 0.11, 1.36], [-0.53, -0.78, -4.92], [1.15, 2.60, 3.62], [1.63, -0.64, 0.46], [-1.26, 1.82, -4.38], [0.40, 1.47, -0.80], [-5.28, -1.78, 0.22], [0.12, -0.66, -0.46], [-0.87, 0.96, -0.60]],
  "nbo_charge": [0.223, 0.133, 0.224, -0.084, -0.549, 0.221, 0.207, 0.189, 0.205, -0.460, -0.403, 0.231, -0.306, 0.213, -0.408, 0.187, 0.176],
  "de_lowest_kj_mol": 382.8,
  "orbital_gap_ev": 10.3,
  "total_charge": 0,
  "total_energy_ev": -8427.2732,
  "e_homo_ev": -9.286
}